No. 1
Below is a structure of composition C36H41Br2N4O12SSi2 at a distorted geometry, with properties calculated with ωB97M-V/def2-TZVPD.

Each line ends with the Löwdin charge.
Geometry (Å):
C 5.87579 2.63094 -2.01013  -0.14
O 5.87996 1.33044 -2.60220  -0.26
C 5.36467 1.31896 -3.93705  -0.23
C 4.34410 0.15389 -4.25324  -0.21
C 4.11832 -0.89844 -3.08607  -0.24
Si 2.45964 -0.59951 -2.12845  0.43
C 2.13002 1.24923 -2.30284  -0.16
O 1.38498 -1.72324 -2.73842  -0.24
Si -0.27442 -1.44444 -2.93436  0.56
C -0.83742 0.23157 -3.62870  -0.15
C -1.43003 1.26993 -2.59585  -0.64
N -0.96961 2.66997 -2.93359  0.06
N -2.91470 1.30316 -2.82921  0.04
N -1.24876 0.93195 -1.17522  0.07
N -1.33895 -2.05996 -1.58602  0.07
C -0.73427 -2.10969 -0.54544  -0.80
S -0.48823 -1.69027 1.02247  0.63
C -0.75526 -2.68055 -4.35237  -0.73
O -1.20006 -2.29047 -5.45025  -0.11
O -0.59641 -3.93229 -4.00055  -0.19
C 2.93935 -0.86897 -0.25927  -0.73
Br 4.56005 0.19538 0.24134  0.65
C 3.10629 -2.39240 0.10163  -0.75
C 2.87419 -2.74440 1.62351  -0.18
Br 4.93524 -3.09097 -0.35173  0.62
H 5.94769 3.47895 -2.73471  0.09
H 4.96847 2.70364 -1.33882  0.05
H 6.76802 2.70976 -1.29992  0.08
H 6.25692 1.20532 -4.62566  0.12
H 4.91168 2.31469 -4.22022  0.12
H 3.39394 0.59317 -4.66135  0.09
H 4.78732 -0.42674 -5.11418  0.10
H 4.98830 -1.00882 -2.39256  0.02
H 4.02350 -1.90271 -3.59892  0.09
H 3.08843 1.77479 -2.00994  0.03
H 1.36011 1.60955 -1.57368  0.03
H 1.92695 1.60451 -3.35155  0.04
H -1.64013 0.04882 -4.39988  0.09
H 0.03111 0.63394 -4.23164  0.08
H -0.41192 3.06413 -2.17376  0.05
H -0.35370 2.66156 -3.74682  0.05
H -3.02948 1.55065 -3.82155  0.07
H -3.24983 2.14766 -2.34704  0.05
H -0.69534 1.62053 -0.66373  0.07
H -2.17923 0.97361 -0.72370  0.04
H 2.11206 -0.36151 0.31588  0.04
H 2.41270 -2.99140 -0.55099  0.08
H 1.90378 -3.31114 1.68058  0.05
H 2.84597 -1.83807 2.27440  0.07
H 3.66364 -3.45049 1.98869  0.04
C -3.10447 -4.80849 -0.16960  0.03
C -3.99597 -5.01845 -1.13726  0.04
C -5.37641 -5.45322 -0.82589  -0.39
O -6.19315 -5.64820 -1.70393  0.10
C -5.72761 -5.64381 0.60199  0.01
C -4.83594 -5.43366 1.56765  0.01
C -3.45421 -4.99849 1.25582  -0.39
O -2.64112 -4.80504 2.13853  0.09
H -2.09118 -4.49127 -0.37923  0.10
H -3.75418 -4.88246 -2.18493  0.13
H -6.74182 -5.96130 0.81085  0.12
H -5.07521 -5.56878 2.61537  0.12
C 11.54080 3.36666 0.49924  0.02
C 10.89910 4.06166 -0.43755  0.02
C 9.81210 3.45128 -1.23783  -0.39
O 9.22936 4.08438 -2.09305  0.10
C 9.46554 2.03885 -0.95413  0.02
C 10.10878 1.34368 -0.01724  0.03
C 11.19500 1.95418 0.78245  -0.39
O 11.78092 1.32274 1.63840  0.10
H 12.33798 3.79601 1.09306  0.12
H 11.13879 5.09459 -0.65716  0.12
H 8.66802 1.60649 -1.54686  0.11
H 9.86984 0.31055 0.20173  0.13
C -4.47626 1.27957 1.98476  0.04
C -5.58530 1.18140 2.71575  0.03
C -6.88797 1.65843 2.19978  -0.37
O -7.90198 1.57137 2.86681  0.09
C -6.91199 2.24674 0.84120  0.02
C -5.80333 2.34470 0.11104  0.04
C -4.50044 1.86771 0.62735  -0.34
O -3.48837 1.95518 -0.04029  0.07
H -3.51417 0.93680 2.34495  0.13
H -5.58631 0.75357 3.71058  0.10
H -7.87376 2.58913 0.48047  0.12
H -5.80176 2.77223 -0.88380  0.12
C -6.76006 0.26304 8.00618  0.02
C -7.86878 0.16504 8.73674  0.02
C -9.17325 0.64224 8.22153  -0.39
O -10.18413 0.55457 8.88905  0.10
C -9.19654 1.23038 6.86317  0.03
C -8.08751 1.32868 6.13174  0.03
C -6.78424 0.85160 6.64740  -0.37
O -5.77145 0.93863 5.98108  0.10
H -5.79810 -0.07958 8.36641  0.12
H -7.86980 -0.26294 9.73138  0.12
H -10.15823 1.57289 6.50273  0.12
H -8.08665 1.75648 5.13668  0.10

Cartesian forces (eV/Å) of the 3 atoms listed first:
0.313 -0.093 1.538
-0.267 0.940 -0.523
0.269 0.095 -1.153

HOMO energy, eV: -4.166
Net charge: -1
Frontier orbital gap, eV: 3.6
F_max, eV/Å: 3.792

=====

No. 2
Below is a cluster of 4 separate species, C36H41ClF2IN7O11PS in total at a distorted geometry, with properties calculated with ωB97M-V/def2-TZVPD.

Each line ends with the Löwdin charge.
Geometry (Å):
N 1.30886 -1.83217 -4.25565  -0.18
P 0.72111 -1.98425 -2.75243  0.76
O -0.98695 -1.84178 -2.98249  -0.18
O 1.18299 -3.55020 -2.22752  -0.22
C 1.38275 -0.58589 -1.58227  -0.34
C 1.43050 0.70556 -2.58644  -0.16
C 1.06991 2.09784 -1.89625  -0.13
C -0.07956 2.93351 -2.67889  -0.34
O -1.07499 2.37904 -3.21775  0.07
N -0.05266 4.43019 -2.77883  0.05
C -0.08444 5.01405 -1.42612  -0.20
C 0.49379 6.44459 -1.23681  -0.02
C 0.49496 7.14336 0.15666  -0.04
C -0.06117 6.37387 1.39959  -0.06
C -0.65222 4.94219 1.24839  -0.06
C -0.66486 4.30356 -0.17498  -0.04
N 0.47734 -0.47210 -0.45437  -0.12
F -0.77128 -0.03004 -0.68667  0.07
C 0.68762 -1.26608 0.75393  -0.27
C 0.00323 -2.71719 0.82895  -0.14
C -1.53261 -2.80416 0.39043  -0.22
C -2.05972 -4.26724 0.90687  -0.52
S -3.23477 -4.17549 2.33668  0.69
C -0.02488 -0.39866 1.94977  -0.04
C 0.65346 -0.57661 3.37447  -0.67
O 1.38462 0.35597 3.79974  0.00
Cl 0.42945 -2.00622 4.49203  0.65
C 2.26246 -1.50926 1.09364  -0.14
F 2.45438 -2.62313 2.00165  0.00
N 3.04261 -1.94288 -0.14106  0.12
C 2.90615 -0.95639 -1.26719  -0.71
O 3.61748 -1.53168 -2.37772  -0.12
I 4.15512 0.77340 -0.66638  1.13
H 1.81998 -2.71523 -4.46525  -0.01
H -1.18367 -2.61584 -3.57224  0.09
H 2.03288 -3.83596 -2.64227  0.05
H 0.63309 0.53248 -3.40833  0.12
H 2.42769 0.75605 -3.16668  0.12
H 2.00824 2.77405 -1.95283  0.10
H 0.78734 2.05316 -0.79390  0.10
H 0.76134 4.74490 -3.32612  0.13
H 0.93668 7.05671 -2.10326  0.10
H 0.92045 8.19925 0.32102  0.10
H -0.05300 6.82997 2.44690  0.05
H -1.07562 4.33194 2.12404  0.09
H -1.11354 3.25186 -0.24672  0.09
H 0.61002 -3.55635 0.31116  0.12
H 0.00466 -3.01791 1.94861  0.10
H -2.22600 -2.04542 0.88167  0.10
H -1.72513 -2.79898 -0.73159  0.09
H -2.64598 -4.74775 0.03290  0.09
H -1.17305 -4.98801 1.09074  0.09
H -2.90384 -3.11851 3.17117  -0.13
H 0.07557 0.71055 1.64128  0.15
H -1.14026 -0.60945 2.04154  0.13
H 2.72487 -0.61096 1.61955  0.15
H 2.85221 -2.93229 -0.38944  0.18
H 4.04476 -1.91002 0.16076  0.16
H 4.38256 -0.95195 -2.59983  0.07
C -2.43774 8.02638 7.92926  -0.07
C -1.51699 6.98494 7.85802  -0.07
C -0.61483 6.92387 6.80149  0.00
C -0.64101 7.91573 5.82241  -0.14
C -1.56535 8.95683 5.88402  0.00
C -2.46553 9.00804 6.94288  -0.06
N 0.32340 7.86983 4.72136  -0.35
O 1.10801 6.93128 4.68778  0.06
O 0.29175 8.77700 3.90038  0.06
H -3.13689 8.07380 8.75868  0.11
H -1.50092 6.22179 8.62900  0.11
H 0.09752 6.10745 6.75762  0.12
H -1.59521 9.72957 5.12365  0.12
H -3.18729 9.81572 7.00212  0.11
C 8.48935 -3.49615 -5.67766  -0.05
C 8.38273 -2.90688 -4.42086  -0.06
C 7.24196 -3.10800 -3.65218  -0.01
C 6.21335 -3.90679 -4.15136  -0.14
C 6.31106 -4.49332 -5.41206  0.01
C 7.45481 -4.28397 -6.17456  -0.05
N 5.02119 -4.14254 -3.33651  -0.32
O 4.95693 -3.59697 -2.24138  0.02
O 4.15289 -4.87383 -3.79073  0.08
H 9.38418 -3.34135 -6.27269  0.12
H 9.19175 -2.29281 -4.03956  0.11
H 7.17164 -2.64349 -2.67475  0.11
H 5.51369 -5.11181 -5.80946  0.12
H 7.54256 -4.73804 -7.15572  0.12
C -6.22839 -4.73099 0.56737  -0.09
C -6.62947 -3.89801 -0.47327  -0.07
C -7.86437 -4.09053 -1.08379  0.00
C -8.69285 -5.11948 -0.64015  -0.14
C -8.29435 -5.96162 0.39594  0.00
C -7.05640 -5.76339 0.99878  -0.06
N -10.00499 -5.31031 -1.26327  -0.35
O -10.31279 -4.56442 -2.18176  0.08
O -10.71818 -6.20138 -0.82682  0.08
H -5.26484 -4.57382 1.04585  0.00
H -5.97947 -3.09539 -0.80675  0.10
H -8.16506 -3.43466 -1.89336  0.12
H -8.93152 -6.76751 0.74342  0.12
H -6.73766 -6.41160 1.80843  0.11

Cartesian forces (eV/Å) of the 3 atoms listed first:
-0.236 -0.842 2.457
0.500 -1.624 -5.878
2.752 -1.073 1.848

HOMO energy, eV: -9.997
Net charge: +1
Frontier orbital gap, eV: 5.5
F_max, eV/Å: 6.119

=====

No. 3
Below is a structure of composition C36H41P3S2Se4Ta at a distorted geometry, with properties calculated with ωB97M-V/def2-TZVPD.

Each line ends with the Löwdin charge.
Geometry (Å):
Ta -2.41607 1.09417 0.87267  0.25
C -4.40338 -2.07128 -0.67092  -0.30
Se -4.22723 -1.13749 1.07994  0.87
C -6.03257 -0.34740 1.05014  -0.50
C -6.12340 0.81349 0.15151  -0.48
Se -4.88261 2.21532 0.74911  0.86
C -5.06243 3.25387 -0.88044  -0.33
H -5.26681 -2.75161 -0.54839  0.05
H -3.44166 -2.49651 -0.88445  0.03
H -4.75814 -1.27153 -1.39615  0.04
H -6.21036 -0.08900 2.09836  0.07
H -6.68390 -1.16102 0.74005  0.09
H -7.10726 1.30745 0.08212  0.11
H -5.75204 0.54085 -0.79193  0.04
H -6.08569 3.68652 -0.94264  0.07
H -4.76480 2.58974 -1.69326  0.02
H -4.44039 4.15426 -0.78548  0.03
Se -1.42550 3.34382 0.30589  0.38
P -0.91213 2.56239 -1.69979  0.32
Se -2.17450 0.75375 -1.72140  0.36
C -1.46659 3.65355 -3.00238  -0.45
C -1.81737 3.07647 -4.19265  -0.13
C -1.95122 3.83722 -5.31740  -0.04
C -1.78396 5.22141 -5.17392  -0.04
C -1.28027 5.79133 -4.04017  -0.05
C -1.18840 5.01895 -2.88597  -0.08
C 0.81495 2.24226 -1.89975  -0.35
C 1.48371 2.98510 -2.93651  -0.04
C 2.75397 2.60284 -3.29129  -0.05
C 3.44902 1.65492 -2.56452  -0.04
C 2.89226 1.10204 -1.44577  -0.09
C 1.60878 1.35394 -1.08202  -0.07
H -1.89666 1.99613 -4.27396  0.08
H -2.28496 3.38982 -6.23157  0.12
H -1.79889 5.82231 -6.13389  0.15
H -1.11063 6.83840 -3.99162  0.11
H -0.83661 5.32804 -1.93526  0.09
H 0.91702 3.63333 -3.52367  0.08
H 3.25679 3.11722 -4.09230  0.12
H 4.45107 1.41036 -2.87968  0.12
H 3.41535 0.35735 -0.85601  0.12
H 1.19090 0.93845 -0.16098  0.10
S 9.15407 -4.31050 -2.22168  0.53
P 7.64824 -4.91029 -1.33214  0.64
S -1.13260 -0.21495 1.98963  0.11
C 7.34010 -4.53466 0.39988  -0.38
C 6.74773 -5.45742 1.24754  -0.10
C 6.56304 -5.11418 2.55496  -0.06
C 6.97376 -3.87446 3.05963  -0.01
C 7.56417 -3.00810 2.12871  -0.08
C 7.79633 -3.25495 0.80140  -0.08
C 6.46666 -5.93965 -2.01358  -0.42
C 5.19983 -6.01969 -1.41853  -0.06
C 4.21960 -6.75668 -2.10936  -0.06
C 4.45320 -7.15408 -3.37893  -0.05
C 5.69086 -7.02023 -4.03842  -0.02
C 6.70207 -6.45425 -3.28912  -0.08
H 6.35988 -6.38240 0.81521  0.12
H 6.12629 -5.78709 3.30095  0.13
H 6.95331 -3.69865 4.15275  0.14
H 8.10720 -2.13283 2.53499  0.13
H 8.47109 -2.65913 0.13613  0.11
H 4.94763 -5.51601 -0.49216  0.11
H 3.28525 -6.90274 -1.57455  0.12
H 3.66238 -7.77694 -3.86120  0.14
H 5.71746 -7.35089 -5.10329  0.14
H 7.71501 -6.31188 -3.65935  0.09
C -0.84005 2.65896 3.95132  -0.24
P -2.46808 2.60464 3.16505  0.69
C -3.02733 4.32338 3.00212  -0.27
C -3.68550 1.76742 4.20617  -0.39
C -3.30417 0.56263 4.76052  -0.15
C -4.20428 -0.17968 5.45688  -0.08
C -5.50067 0.26883 5.71278  -0.02
C -5.92184 1.62244 5.36600  0.00
C -4.98261 2.32940 4.53373  -0.06
H -0.42663 1.59818 4.02568  0.05
H -0.97774 3.18811 4.90093  0.07
H -0.24971 3.32614 3.32469  0.04
H -2.90986 4.74513 4.01341  0.08
H -4.05927 4.40860 2.68212  0.03
H -2.45798 4.90907 2.36767  -0.01
H -2.28679 0.18628 4.62095  0.08
H -3.90700 -1.12490 5.84491  0.11
H -6.10663 -0.40686 6.27783  0.10
H -6.86890 2.04211 5.64516  0.10
H -5.19495 3.35153 4.30896  0.08

Cartesian forces (eV/Å) of the 3 atoms listed first:
-0.570 -0.465 0.459
-1.683 1.883 -0.043
-0.079 -0.100 -0.348

Energy above the lowest of the compared OMol25 structures with the same formula, charge and spin, kJ/mol: 167.1
HOMO energy, eV: -15.195
Net charge: +3
Frontier orbital gap, eV: 6.8
F_max, eV/Å: 4.084

=====

- The highest F_max belongs to which entry?
  C36H41ClF2IN7O11PS

=====

- Which of these has the lowest frontier orbital gap?
  C36H41Br2N4O12SSi2